Record 1
Density functional theory data (ωB97M-V with the def2-TZVPD basis set) for a structure of composition C40H39N8O8PS4Sc in a non-equilibrium geometry.

Computed properties:
Calculated total energy = -143751.51722 eV
HOMO-LUMO gap = 4.99 eV
ΔE to the lowest compared entry with this formula, charge and spin = 0.4181 eV

The geometry in ORCA input format:
```
! wB97M-V def2-TZVPD RIJCOSX def2/J DEFGRID3
* xyz -1 1
Sc 0.30 0.13 -0.03
C 0.75 -2.46 -3.87
C 0.81 -2.05 -2.53
N 0.90 -0.79 -2.18
C 0.97 0.17 -3.15
C 0.90 -0.15 -4.52
C 0.77 -1.51 -4.85
C 1.03 0.88 -5.48
C 1.32 2.15 -5.05
C 1.43 2.47 -3.68
C 1.22 1.52 -2.68
N 1.30 1.63 -1.33
C 1.93 2.65 -0.65
C 2.04 3.99 -0.98
C 2.84 4.87 -0.22
C 3.52 4.45 0.88
C 3.35 3.11 1.32
C 3.92 2.62 2.51
C 3.65 1.35 2.92
C 2.79 0.56 2.14
N 2.24 0.98 1.03
C 2.53 2.24 0.59
H 0.67 -3.52 -4.10
H 0.77 -2.76 -1.72
H 0.72 -1.79 -5.90
H 0.96 0.65 -6.54
H 1.47 2.94 -5.77
H 1.70 3.48 -3.42
H 1.47 4.39 -1.80
H 2.91 5.91 -0.53
H 4.14 5.13 1.46
H 4.55 3.28 3.11
H 4.04 0.94 3.85
H 2.52 -0.43 2.49
O 1.42 4.18 5.48
C 0.89 3.51 4.62
S 0.34 4.14 3.07
C -0.26 2.63 2.40
C -0.15 1.55 3.18
S -0.62 -0.05 2.67
S 0.56 1.78 4.77
S -0.93 2.60 0.79
O -1.59 -0.10 -0.78
P -2.93 0.00 -1.45
N -3.51 -1.45 -1.98
C -4.48 -2.26 -1.24
C -4.72 -3.41 -2.21
C -3.32 -3.70 -2.76
C -2.55 -2.37 -2.64
N -2.83 0.89 -2.84
C -3.91 0.95 -3.83
C -4.40 2.42 -3.84
C -3.38 3.19 -2.97
C -2.21 2.23 -2.81
N -3.98 0.63 -0.38
C -5.34 1.09 -0.69
C -5.94 1.35 0.69
C -5.24 0.32 1.58
C -3.80 0.36 1.08
H -5.39 -1.69 -1.03
H -4.08 -2.63 -0.29
H -5.38 -3.06 -3.01
H -5.19 -4.27 -1.73
H -3.36 -4.06 -3.79
H -2.83 -4.47 -2.16
H -2.25 -1.95 -3.60
H -1.66 -2.50 -2.02
H -4.70 0.23 -3.59
H -3.51 0.68 -4.81
H -5.41 2.50 -3.44
H -4.42 2.80 -4.86
H -3.79 3.43 -1.99
H -3.07 4.13 -3.43
H -1.64 2.39 -1.90
H -1.52 2.31 -3.65
H -5.92 0.34 -1.23
H -5.32 2.00 -1.30
H -7.03 1.25 0.68
H -5.68 2.35 1.03
H -5.68 -0.68 1.42
H -5.30 0.55 2.64
H -3.24 -0.55 1.26
H -3.24 1.18 1.52
O -1.13 -3.14 0.01
C -0.28 -2.70 0.76
O 0.58 -1.77 0.46
C -0.18 -3.27 2.16
C 0.77 -2.79 3.04
C 0.78 -3.26 4.34
C -0.13 -4.19 4.79
C -1.04 -4.67 3.88
C -1.09 -4.21 2.57
N -2.01 -5.69 4.33
O -2.82 -6.10 3.52
O -1.93 -6.07 5.48
N 1.79 -2.74 5.28
O 1.70 -3.06 6.45
O 2.70 -2.08 4.82
H 1.51 -2.08 2.71
H -0.11 -4.54 5.81
H -1.84 -4.59 1.88
*
```

Results of the Löwdin charge analysis, in e, for atoms 1 through 5: 0.832, -0.053, -0.122, 0.077, -0.141



Record 2
Density functional theory data (ωB97M-V with the def2-TZVPD basis set) for a structure of composition C40H40BN8O3PReTe.

Computed properties:
Calculated total energy = -79577.96407 eV
HOMO-LUMO gap (alpha / beta) = 6.67 / 5.76 eV
⟨S²⟩ = 2.0193
ΔE to the lowest compared entry with this formula, charge and spin = 0.0000 eV

The geometry in ORCA input format:
```
! wB97M-V def2-TZVPD RIJCOSX def2/J DEFGRID3
* xyz 1 3
Re 0.14 -0.14 -0.42
C -0.79 -3.67 1.93
C -1.08 -2.36 1.56
N -0.19 -1.92 0.67
N 0.64 -2.96 0.39
C 0.31 -4.01 1.16
B 1.56 -2.94 -0.87
N 2.61 -1.83 -0.67
C 3.94 -1.85 -0.68
C 4.41 -0.58 -0.37
C 3.27 0.17 -0.17
N 2.17 -0.58 -0.33
N 0.62 -2.57 -2.07
C 0.52 -3.16 -3.27
C -0.61 -2.68 -3.90
C -1.15 -1.77 -2.99
N -0.41 -1.71 -1.89
N 2.14 -4.31 -1.14
C 1.41 -5.43 -1.38
C 2.27 -6.43 -1.73
C 3.54 -5.82 -1.69
N 3.46 -4.55 -1.35
H -1.30 -4.28 2.64
H -1.88 -1.74 1.90
H 0.86 -4.93 1.10
H 4.46 -2.76 -0.92
H 5.43 -0.26 -0.31
H 3.18 1.21 0.07
H 1.23 -3.90 -3.58
H -1.00 -2.95 -4.86
H -2.04 -1.17 -3.08
H 0.33 -5.44 -1.29
H 2.03 -7.45 -1.97
H 4.51 -6.25 -1.90
C 5.31 -0.35 -3.47
C 4.39 0.84 -3.49
O 3.11 0.41 -3.00
P 1.85 1.37 -3.01
O 0.76 0.57 -2.35
Te 2.31 3.49 -1.98
O 1.54 1.71 -4.51
C 1.51 0.69 -5.55
C 0.09 0.28 -5.85
H 6.24 -0.10 -3.97
H 4.85 -1.19 -3.99
H 5.54 -0.66 -2.45
H 4.27 1.24 -4.50
H 4.75 1.64 -2.84
H 2.12 -0.16 -5.23
H 1.99 1.16 -6.41
H -0.39 -0.11 -4.96
H 0.10 -0.50 -6.61
H -0.48 1.12 -6.24
C 2.71 3.09 3.88
C 2.69 1.73 3.52
C 2.03 1.32 2.40
C 1.36 2.23 1.54
C 0.66 1.83 0.34
C 0.12 2.86 -0.43
C 0.13 4.22 -0.03
C 0.74 4.59 1.12
C 1.39 3.60 1.91
C 2.07 4.00 3.09
H 3.23 3.41 4.77
H 3.19 1.00 4.14
H 2.02 0.27 2.16
H -0.45 2.62 -1.32
H -0.36 4.96 -0.66
H 0.76 5.62 1.44
H 2.07 5.05 3.35
C -3.83 2.26 -3.49
C -2.65 1.53 -3.44
C -2.21 0.99 -2.24
C -2.91 1.19 -1.06
C -4.11 1.91 -1.13
C -4.57 2.44 -2.33
C -2.49 0.79 0.30
C -1.33 0.51 0.93
C -1.32 0.67 2.43
C -0.45 0.01 3.30
C -0.46 0.24 4.66
C -1.33 1.17 5.21
C -2.17 1.88 4.37
C -2.15 1.64 3.00
H -4.18 2.67 -4.43
H -2.07 1.37 -4.34
H -1.29 0.42 -2.25
H -4.68 2.07 -0.23
H -5.49 3.00 -2.35
H -3.34 0.82 0.98
H 0.26 -0.71 2.92
H 0.23 -0.30 5.30
H -1.34 1.35 6.28
H -2.83 2.64 4.76
H -2.77 2.26 2.37
*
```

Results of the Löwdin charge analysis, in e, for atoms 1 through 5: 1.577, -0.005, -0.105, -0.095, 0.043



Record 3
Density functional theory data (ωB97M-V with the def2-TZVPD basis set) for a structure of composition C40H40F10GeN3SbSeV.

Computed properties:
Calculated total energy = -227858.83505 eV
HOMO-LUMO gap (alpha / beta) = 6.94 / 6.38 eV
⟨S²⟩ = 0.7574
ΔE to the lowest compared entry with this formula, charge and spin = 0.0000 eV

The geometry in ORCA input format:
```
! wB97M-V def2-TZVPD RIJCOSX def2/J DEFGRID3
* xyz 0 2
V 0.35 1.33 -0.13
C 0.13 1.93 -3.17
N 0.07 2.58 -1.85
C -1.29 3.12 -1.63
C -2.27 2.01 -1.23
N -1.60 1.14 -0.25
C -2.27 0.29 0.59
C -3.63 -0.02 0.62
F -4.47 0.53 -0.29
C -4.18 -0.91 1.52
F -5.49 -1.17 1.48
C -3.40 -1.55 2.46
F -3.93 -2.42 3.33
C -2.04 -1.29 2.47
F -1.23 -1.91 3.33
C -1.53 -0.40 1.55
F -0.16 -0.23 1.55
C 1.15 3.58 -1.76
C 2.48 2.88 -1.47
N 2.29 1.93 -0.37
C 3.11 0.83 -0.22
C 3.77 0.10 -1.22
F 3.57 0.40 -2.53
C 4.60 -0.98 -0.97
F 5.19 -1.61 -2.00
C 4.80 -1.44 0.31
F 5.60 -2.48 0.56
C 4.14 -0.78 1.33
F 4.30 -1.20 2.60
C 3.33 0.31 1.07
F 2.74 0.90 2.14
H -0.05 2.66 -3.97
H -0.63 1.14 -3.24
H 1.10 1.48 -3.31
H -1.66 3.65 -2.52
H -1.23 3.83 -0.81
H -2.59 1.44 -2.11
H -3.17 2.48 -0.83
H 0.90 4.25 -0.93
H 1.22 4.18 -2.67
H 3.21 3.65 -1.19
H 2.86 2.42 -2.38
C 3.15 -4.68 0.85
C 2.30 -3.84 1.57
C 1.52 -2.91 0.90
C 1.57 -2.80 -0.50
C 2.44 -3.64 -1.20
C 3.22 -4.57 -0.53
Sb 0.41 -1.30 -1.47
C 0.68 -2.03 -3.47
C 1.48 -1.34 -4.38
C 1.68 -1.83 -5.67
C 1.09 -3.03 -6.05
C 0.30 -3.73 -5.15
C 0.10 -3.24 -3.87
C -1.53 -2.21 -1.28
C -1.83 -3.22 -0.37
C -3.12 -3.73 -0.30
C -4.12 -3.25 -1.14
C -3.82 -2.25 -2.06
C -2.53 -1.73 -2.12
H 3.76 -5.40 1.37
H 2.24 -3.91 2.65
H 0.89 -2.25 1.48
H 2.52 -3.56 -2.28
H 3.90 -5.20 -1.09
H 1.97 -0.42 -4.09
H 2.30 -1.29 -6.36
H 1.25 -3.42 -7.05
H -0.15 -4.67 -5.44
H -0.52 -3.80 -3.17
H -1.07 -3.61 0.30
H -3.35 -4.51 0.41
H -5.12 -3.65 -1.09
H -4.59 -1.86 -2.72
H -2.31 -0.95 -2.84
C -1.40 2.25 6.27
Ge -1.56 2.94 4.45
C -1.56 4.89 4.47
C -3.16 2.26 3.59
C -0.02 2.30 3.42
Se 0.01 3.10 1.62
C 1.61 4.15 1.89
H -2.27 2.55 6.87
H -0.50 2.65 6.75
H -1.34 1.17 6.26
H -2.45 5.25 4.99
H -1.57 5.28 3.46
H -0.68 5.27 4.99
H -4.05 2.68 4.06
H -3.21 1.17 3.68
H -3.17 2.52 2.53
H -0.08 1.22 3.30
H 0.93 2.52 3.90
H 1.49 4.73 2.80
H 1.73 4.81 1.04
H 2.46 3.47 1.95
*
```

Results of the Löwdin charge analysis, in e, for atoms 1 through 5: 0.396, -0.073, -0.302, -0.184, -0.195